# 1
Density functional theory data (wB97M-V/def2-TZVPD) for a molecular structure, C26H37CeN7O3P2S4Sb in a non-equilibrium geometry.

## Properties
- Spin multiplicity: 2
- Relative energy (zero: lowest compared OMol25 entry of this formula, charge and spin): 0.0 kcal/mol
- Frontier orbital gap (spin up / spin down): 6.721 / 6.788 eV
- E_tot: -125520.8805 eV
- <S²>: 0.751
- HOMO level (spin up / spin down): -7.562 / -7.628 eV
- Lowest unoccupied orbital energy (spin up / spin down): -0.84 / -0.84 eV

Element x y z (Å)
1 Ce -1.73132 -0.12144 0.61271
2 C -3.75412 1.69270 3.84228
3 C -2.48674 1.09663 3.31739
4 N -1.85950 1.63520 2.31259
5 N -2.34520 2.82334 1.88153
6 C -1.96638 3.24679 0.70141
7 N -2.24281 4.55316 0.42906
8 S -1.17588 2.37185 -0.56507
9 C -1.88636 -0.11600 3.87151
10 C -2.26972 -0.67002 5.09463
11 C -1.61783 -1.78204 5.57915
12 C -0.59770 -2.34703 4.82550
13 C -0.29628 -1.76055 3.61324
14 N -0.89863 -0.67708 3.13476
15 H -4.39270 1.92436 2.99022
16 H -3.54521 2.62970 4.36150
17 H -4.28698 1.01485 4.50353
18 H -2.90767 4.99997 1.04138
19 H -2.23868 4.82297 -0.53795
20 H -3.08296 -0.23103 5.65348
21 H -1.89961 -2.20955 6.53224
22 H -0.07083 -3.22802 5.16200
23 H 0.46759 -2.18626 2.97322
24 S -4.62685 -5.02492 -0.24983
25 Sb -3.65289 -4.49199 1.69479
26 S -1.77587 -2.85961 1.10969
27 S -3.44191 -1.94960 1.94594
28 C 2.73363 -1.60409 0.45065
29 P 1.51776 -0.20744 0.47447
30 C 1.83134 0.45336 -1.24317
31 N 2.91333 1.16164 -1.47501
32 C 3.09713 1.67987 -2.70995
33 C 4.22070 2.48916 -2.96968
34 C 4.39610 3.03034 -4.21527
35 C 3.46499 2.78778 -5.24281
36 C 2.36840 1.99846 -5.01861
37 C 2.16683 1.42692 -3.74691
38 N 1.09435 0.64049 -3.51838
39 C 0.91751 0.17495 -2.29900
40 P -0.62585 -0.76891 -1.99342
41 C -1.72338 0.05765 -3.21130
42 C -0.37281 -2.45638 -2.79760
43 C 0.18154 -2.37269 -4.21732
44 C 0.59436 -3.24757 -1.91281
45 C -1.74492 -3.14166 -2.78219
46 C 2.42317 0.97176 1.67847
47 C 2.18650 0.41315 3.08396
48 C 3.93492 1.13994 1.49299
49 C 1.72607 2.33161 1.57500
50 H 3.63361 -1.29610 -0.07944
51 H 2.30313 -2.47432 -0.03685
52 H 2.98191 -1.87784 1.47546
53 H 4.92238 2.67472 -2.16698
54 H 5.25588 3.65798 -4.41003
55 H 3.62003 3.22877 -6.21859
56 H 1.64046 1.81023 -5.79667
57 H -1.24562 0.08800 -4.18626
58 H -1.89574 1.07748 -2.86934
59 H -2.67433 -0.46996 -3.24420
60 H 1.07642 -1.75332 -4.26267
61 H -0.55462 -1.96218 -4.90839
62 H 0.44239 -3.37762 -4.55915
63 H 1.61391 -2.87293 -2.02858
64 H 0.58426 -4.30273 -2.19408
65 H 0.30195 -3.17797 -0.86184
66 H -2.43028 -2.67928 -3.49288
67 H -2.20186 -3.09428 -1.79086
68 H -1.63973 -4.19455 -3.05173
69 H 2.63271 -0.57524 3.21689
70 H 1.12150 0.35151 3.29659
71 H 2.64532 1.08438 3.81335
72 H 4.47165 0.20456 1.66582
73 H 4.29232 1.86683 2.22832
74 H 4.17041 1.49980 0.50461
75 H 0.65826 2.22674 1.76703
76 H 1.85652 2.76699 0.58412
77 H 2.14080 3.02334 2.31315
78 O -3.26647 -0.95612 -0.70735
79 N -4.12753 -0.43282 0.04899
80 O -5.28798 -0.77299 0.02932
81 O -3.76029 0.59420 0.68919

Atomic partial charges in e from the Mulliken method, atoms 1 to 5: atom 1 (Ce): 0.30, atom 2 (C): -1.88, atom 3 (C): 1.47, atom 4 (N): 1.03, atom 5 (N): -1.50

---

# 2
Density functional theory data (wB97M-V/def2-TZVPD) for 8 unconnected molecules or ions with the total composition C26H37Cl6F15O10 in a non-equilibrium geometry.

## Properties
- Spin multiplicity: 1
- Relative energy (zero: lowest compared OMol25 entry of this formula, charge and spin): 20.8 kcal/mol
- Frontier orbital gap: 10.899 eV
- E_tot: -163935.6153 eV
- HOMO level: -10.587 eV
- Lowest unoccupied orbital energy: 0.31 eV

Element x y z (Å)
1 C 10.62091 22.02477 10.36987
2 C 9.12072 22.02155 10.54575
3 O 8.81016 22.00104 11.99187
4 C 8.02264 21.06326 12.42516
5 O 7.36031 20.28279 11.77668
6 C 7.93337 20.91698 13.94792
7 F 8.66934 21.78087 14.61677
8 F 6.68705 20.97315 14.38245
9 F 8.43799 19.62066 14.14495
10 H 10.86280 21.95937 9.29952
11 H 10.98435 21.03521 10.75608
12 H 11.12895 22.85731 10.86910
13 H 8.56743 21.20104 10.18941
14 H 8.58278 22.91396 10.18495
15 C 17.46668 19.12616 5.97669
16 C 16.97221 18.91237 7.33952
17 O 17.99151 19.32552 8.21529
18 C 17.66074 19.40732 9.46789
19 O 16.59193 19.15052 9.96791
20 C 18.90125 19.82806 10.32415
21 F 18.71666 19.32733 11.55661
22 F 20.04558 19.29794 9.88988
23 F 19.09939 21.17212 10.41114
24 H 16.71247 18.97292 5.18516
25 H 18.33707 18.44481 5.76621
26 H 17.74640 20.15943 5.95403
27 H 16.78422 17.88940 7.61093
28 H 16.06358 19.43286 7.60184
29 C 16.70567 8.16819 9.18838
30 C 17.30063 9.51290 9.44210
31 O 16.45880 10.48454 8.78405
32 C 16.70746 11.73487 8.99100
33 O 17.50067 12.26872 9.70870
34 C 15.63179 12.62667 8.32988
35 F 14.85551 12.05240 7.36630
36 F 14.86622 13.09821 9.30112
37 F 16.29291 13.62618 7.73780
38 H 17.34532 7.33379 9.56080
39 H 16.45162 8.08373 8.12630
40 H 15.77222 8.20692 9.77133
41 H 18.27883 9.71575 9.03846
42 H 17.35582 9.78993 10.50523
43 C 16.90513 16.13319 12.77204
44 C 16.29757 15.02616 11.85675
45 O 15.65432 13.99013 12.62615
46 C 14.39334 14.20981 13.00736
47 O 13.63735 15.05262 12.71359
48 C 14.03925 13.07867 14.02806
49 F 12.99114 13.42434 14.71814
50 F 13.80663 11.91894 13.36406
51 F 15.04652 12.89315 14.85037
52 H 17.54301 16.81778 12.16733
53 H 17.45347 15.71788 13.63075
54 H 16.06949 16.69034 13.19422
55 H 16.85069 14.40987 11.18414
56 H 15.49318 15.42434 11.24783
57 C 10.89519 13.88747 7.97992
58 C 11.44413 13.45274 9.31425
59 O 11.99216 12.11492 9.22146
60 C 11.51666 11.20382 10.04338
61 O 10.66807 11.35006 10.91072
62 C 12.29979 9.88560 9.83852
63 F 11.91354 9.04951 10.73513
64 F 12.19199 9.36862 8.55109
65 F 13.62879 10.08842 9.92300
66 H 9.80264 13.54711 8.00630
67 H 11.47206 13.34875 7.24492
68 H 10.98837 14.97476 7.80835
69 H 10.71362 13.33383 10.10714
70 H 12.27017 14.00041 9.75259
71 Cl 9.73029 16.00523 11.39674
72 C 8.87587 17.53514 11.00379
73 C 8.21663 17.47529 9.63803
74 Cl 6.79963 16.42585 9.63197
75 H 9.65192 18.28410 11.07505
76 H 8.08036 17.66913 11.74650
77 H 8.84474 17.00562 8.88546
78 H 7.92246 18.42452 9.25780
79 Cl 12.93531 18.99495 13.38775
80 C 11.97263 17.82441 14.29964
81 C 11.97297 18.03788 15.79388
82 Cl 13.50100 17.66626 16.52746
83 H 12.36689 16.83170 14.09337
84 H 10.96532 17.80271 13.96744
85 H 11.25141 17.36644 16.20600
86 H 11.64093 19.04931 16.05478
87 Cl 11.38458 18.47368 8.78603
88 C 12.83431 18.80888 9.77158
89 C 13.54956 17.57839 10.28490
90 Cl 14.02445 16.49932 8.93415
91 H 12.50525 19.45871 10.59354
92 H 13.46358 19.42498 9.12093
93 H 12.95269 17.03595 11.03390
94 H 14.40266 17.91248 10.85480

Atomic partial charges in e from the Mulliken method, atoms 1 to 5: atom 1 (C): -0.63, atom 2 (C): -0.38, atom 3 (O): -0.33, atom 4 (C): 0.46, atom 5 (O): -0.57

---

# 3
Density functional theory data (wB97M-V/def2-TZVPD) for a molecular structure, C26H37Ge2MoN3O5S in a non-equilibrium geometry.

## Properties
- Net charge: +2
- Spin multiplicity: 1
- Relative energy (zero: lowest compared OMol25 entry of this formula, charge and spin): 0.0 kcal/mol
- Frontier orbital gap (spin up / spin down): 5.140 / 4.867 eV
- E_tot: -167978.3023 eV
- HOMO level (spin up / spin down): -13.075 / -13.080 eV
- Lowest unoccupied orbital energy (spin up / spin down): -7.94 / -8.21 eV

Element x y z (Å)
1 Mo -0.42395 1.02562 0.66871
2 O -4.54482 3.54650 4.46542
3 C -3.74386 2.99614 3.57275
4 C -3.52129 3.53365 2.29242
5 C -2.65328 2.87377 1.47705
6 N -2.04593 1.75050 1.85488
7 C -2.22070 1.25485 3.07911
8 C -3.06234 1.83367 3.97847
9 C -1.23700 0.13010 3.32872
10 O -1.03718 -0.44290 4.33131
11 O -0.47551 -0.05531 2.17567
12 C -2.13688 3.32751 0.13202
13 O -2.47602 4.24525 -0.50314
14 O -1.10486 2.43377 -0.25412
15 H -4.95174 4.36901 4.16038
16 H -4.00726 4.44431 1.95824
17 H -3.19453 1.43336 4.97726
18 C 4.30616 -0.74003 -1.06755
19 C 3.36193 -0.13862 -0.01791
20 Ge 1.60292 0.24469 -0.74503
21 C 1.57876 2.04904 -1.63808
22 C 2.72391 2.04741 -2.65352
23 C 1.14143 -1.00662 -2.13309
24 C -0.12820 -1.34351 -2.36983
25 Ge -1.37227 -0.80985 -0.96285
26 C -3.02632 0.15934 -1.40878
27 C -3.98121 -0.59079 -2.34664
28 C -1.59977 -2.25438 0.35085
29 C -2.04886 -3.60131 -0.22751
30 C -0.57794 -2.17265 -3.52286
31 C 0.22038 -2.30835 -4.65684
32 C -0.16551 -3.13271 -5.70166
33 C -1.36130 -3.83667 -5.63548
34 C -2.18064 -3.69327 -4.52856
35 C -1.78981 -2.85628 -3.49137
36 H 5.28198 -0.93769 -0.62111
37 H 4.46010 -0.07390 -1.91662
38 H 3.92752 -1.68916 -1.45126
39 H 3.76028 0.78983 0.40084
40 H 3.23719 -0.83620 0.81351
41 H 1.70500 2.83060 -0.89524
42 H 0.61602 2.18666 -2.11777
43 H 3.69867 1.91860 -2.18225
44 H 2.73174 3.01330 -3.16383
45 H 2.59905 1.27332 -3.41292
46 H 1.92868 -1.44520 -2.74886
47 H -2.73512 1.11712 -1.83871
48 H -3.51968 0.36464 -0.45385
49 H -3.53664 -0.76638 -3.32368
50 H -4.87793 0.01568 -2.49047
51 H -4.29914 -1.55019 -1.93370
52 H -2.31936 -1.89617 1.09196
53 H -0.64369 -2.35713 0.85772
54 H -3.04983 -3.55172 -0.66040
55 H -2.07774 -4.34150 0.57476
56 H -1.36385 -3.96625 -0.99233
57 H 1.14727 -1.75114 -4.73601
58 H 0.46790 -3.22635 -6.57648
59 H -1.65560 -4.48750 -6.44980
60 H -3.12235 -4.22814 -4.47449
61 H -2.43986 -2.74668 -2.63364
62 C 2.88210 -0.76445 4.20349
63 N 2.17642 0.18371 3.31768
64 C 2.50531 1.40267 2.92959
65 S 1.44166 2.32052 1.86894
66 N 3.60703 2.05600 3.27901
67 C 4.66856 1.71469 4.24897
68 H 2.38191 -1.72217 4.10229
69 H 2.82203 -0.46088 5.24385
70 H 3.91724 -0.88830 3.90759
71 H 1.26767 -0.12391 3.00235
72 H 3.71434 2.94225 2.81300
73 H 4.25645 1.29744 5.15707
74 H 5.17740 2.63801 4.50527
75 H 5.39480 1.03076 3.81704

Atomic partial charges in e from the Mulliken method, atoms 1 to 5: atom 1 (Mo): -0.60, atom 2 (O): -0.47, atom 3 (C): 0.83, atom 4 (C): -0.51, atom 5 (C): 0.25